No. 1
The following is a DFT calculation (wB97M-V/def2-TZVPD) of 2 unconnected molecules or ions with the total composition C14H25ClF3N2O6S.

Values from the calculation:
**Net charge**: -1
**E_tot**: -61702.032 eV

Last column: Mulliken charge in e.
Element x y z (Å)
Cl 1.2766 -2.3652 4.0931  -0.2183
S -5.6042 0.7488 0.3765  1.3493
F -7.7129 2.2983 -0.0623  -0.2378
F -8.1232 0.5888 1.1976  -0.2381
F -7.8727 0.3256 -0.9345  -0.2432
O 1.3112 0.3880 0.0215  -0.2365
O 3.3062 -0.4642 0.5026  -0.4188
O -5.5127 -0.6848 0.5615  -0.7080
O 2.8735 1.7029 0.9794  -0.5850
O -5.3306 1.5501 1.5499  -0.6992
O -5.0518 1.2507 -0.8643  -0.6660
N -0.0281 -1.5126 -0.3361  -0.1728
N 3.5899 2.2285 -2.6425  -0.6571
C 2.6836 -0.0508 -2.6149  -1.0409
C -7.4152 1.0026 0.1330  0.4557
C 2.3464 1.4397 -2.7073  -0.2044
C 2.1253 -2.3472 1.5319  -1.6441
C 1.2832 -0.9284 -0.5406  0.5357
C -0.8162 -1.0790 0.8300  0.0811
C 3.6367 -1.2250 3.2913  -1.2407
C -1.9503 -0.0843 0.5034  -1.0646
C 1.5526 -0.9196 -2.0611  -1.0296
C 2.2114 -1.4993 2.8023  0.5998
C 2.4639 -1.5918 0.2290  -0.0376
C -1.7255 0.8766 -0.6825  0.4541
C 2.5295 0.6461 0.5330  0.4334
C -1.7139 2.3435 -0.2524  -1.5514
H 3.6175 -0.1612 -2.0582  0.4393
H -1.2822 -1.9776 1.2463  0.4782
H -0.8318 2.5696 0.3577  0.3655
H 0.0724 -2.5172 -0.3649  0.4610
H -1.7273 3.0182 -1.1108  0.3491
H 3.0143 -2.2831 -0.4120  0.5912
H 1.6969 1.7547 -1.8914  0.0543
H 4.2032 1.9288 -3.3924  0.2136
H -0.8175 0.6329 -1.2314  -0.3403
H 3.7055 -1.2998 4.3741  0.4463
H -2.1171 0.5161 1.4029  0.4695
H 3.3948 3.2113 -2.7809  0.2169
H 3.9314 -0.2110 3.0098  0.2533
H -0.1794 -0.6883 1.6305  -0.1580
H -2.5558 0.7484 -1.3819  0.4901
H 0.6128 -0.6265 -2.5363  0.3322
H -2.6040 2.5464 0.3485  0.3837
H 2.8302 -3.1772 1.6398  0.5183
H 1.6801 -0.5553 2.6864  0.1522
H 2.8931 -0.4076 -3.6298  0.4871
H 1.7253 -1.9648 -2.3391  0.4036
H -2.8739 -0.6395 0.3402  0.1728
H 1.7938 1.6341 -3.6365  0.4429
H 1.1329 -2.7882 1.4719  0.4925
H 4.3523 -1.9013 2.8201  0.2701

---

No. 2
The following is a DFT calculation (wB97M-V/def2-TZVPD) of a single C13H19N5O3 molecule in a non-equilibrium geometry.

Values from the calculation:
**Energy relative to the best compared isomer or geometry (same formula, charge and spin)**: 0.992 eV
**Net charge**: 0
**E_tot**: -27382.956 eV

Last column: Mulliken charge in e.
Element x y z (Å)
O 3.9818 1.8255 0.6348  -0.6773
O -4.7369 0.9827 0.9736  -0.4481
O 2.3118 -2.3126 -0.2874  -0.7187
N -0.3900 -0.8876 -0.7641  0.0970
N 3.1161 -0.2162 0.1733  -0.0156
N -0.5308 1.3339 -0.5071  -0.6902
N 1.7826 1.7278 0.0954  -0.0241
N -2.4804 0.1740 -1.1847  -0.2524
C -4.4863 -0.3646 1.2810  -0.6660
C 1.6061 3.1567 0.2253  -1.0760
C 2.1005 -1.1143 -0.1852  0.3145
C 0.8701 -0.4339 -0.3926  -0.0285
C -3.6485 1.6976 0.4381  -0.4629
C -1.1804 0.2137 -0.8029  0.2278
C -0.6233 -3.5920 1.1180  -0.9085
C 3.0192 1.1572 0.3207  0.6739
C -1.3356 -2.8700 0.2744  0.3461
C -0.7424 -2.2749 -0.9748  -1.3687
C 0.7361 0.9365 -0.2550  1.1341
C -3.2995 1.3547 -1.0224  -0.7307
C 4.4388 -0.7661 0.4190  -1.1835
H 0.8845 3.3696 1.0141  0.3113
H -1.4353 -2.3422 -1.8196  0.4022
H -4.2187 1.2142 -1.5939  0.3987
H -4.5270 -1.0030 0.3889  0.2072
H 4.7476 -0.5458 1.4405  0.3336
H 2.5738 3.5887 0.4719  0.3891
H -2.9412 -0.7178 -1.0937  0.2321
H 4.3796 -1.8406 0.2619  0.3662
H -2.7319 2.1886 -1.4379  0.4643
H 0.1842 -2.7981 -1.2195  0.5592
H -2.3752 -2.6424 0.4759  0.2063
H -3.5138 -0.4895 1.7724  0.3052
H 1.2331 3.5657 -0.7132  0.3231
H 5.1586 -0.3192 -0.2662  0.3313
H -3.9562 2.7440 0.4867  0.3167
H -2.7494 1.5623 1.0556  0.3876
H -1.0435 -3.9927 2.0249  0.2953
H -5.2752 -0.6784 1.9639  0.3487
H 0.4155 -3.8041 0.9257  0.2796

---

No. 3
The following is a DFT calculation (wB97M-V/def2-TZVPD) of a molecular structure, C37H21Br2F4O6PSTi.

Values from the calculation:
**Energy relative to the best compared isomer or geometry (same formula, charge and spin)**: 0.479 eV
**Net charge**: -1
**E_tot**: -245194.872 eV
**2S+1**: 2

Last column: Mulliken charge in e.
Element x y z (Å)
Br 0.3238 3.8313 1.9536  -0.0704
Br 1.3685 0.4546 2.5444  -0.1940
Ti 0.6070 0.4483 -0.1864  0.2654
S 0.1348 -1.9469 0.4179  -0.4565
P -1.8246 1.5306 0.7436  0.8589
F -4.5509 1.9111 2.0772  -0.3926
F -0.9589 5.3606 4.1844  -0.3296
F -3.4655 5.2631 5.1289  -0.3046
F -5.2631 3.5369 4.0573  -0.3004
O 1.0187 2.3014 -0.8504  -0.4286
O 1.1104 3.4977 -2.7519  -0.7219
O -0.5870 1.4653 -3.8350  -0.6946
O -0.3134 0.4135 -1.8763  -0.3914
O 3.7741 -4.6701 -4.6406  -0.5011
O 4.0243 -6.2310 -3.0999  -0.5948
C 0.7649 2.5383 -2.1006  0.4670
C -3.7740 3.8120 -2.7413  -0.6437
C -1.9893 3.4724 -1.1742  -0.7928
C 5.4148 -1.7369 1.8129  -0.9933
C -4.0149 -2.4248 1.5549  -0.6358
C 3.5213 -5.1825 -3.4073  0.6060
C 1.8768 -3.9305 -0.2792  -0.5375
C 1.0517 -2.8924 -0.7344  0.5942
C -1.8043 4.4735 3.6571  0.2329
C 5.2023 -1.3721 -0.6205  -0.9203
C -2.7904 0.0316 1.0963  0.6771
C -0.1267 1.4115 -2.7256  0.7917
C 2.6399 -4.3813 -2.5218  0.9260
C -4.4609 2.7405 -2.1890  -0.7046
C 4.4895 -0.8837 -1.6757  -1.1589
C 3.6903 -0.9614 3.2985  -0.7707
C -4.0088 3.5589 3.6041  0.2041
C -3.7748 -1.9994 0.2579  -0.7698
C -3.6244 -1.6324 2.6253  -0.8375
C -3.0962 4.4411 4.1482  0.5335
C 3.4450 -0.5982 0.8825  0.6868
C 1.0229 -2.6311 -2.1088  -0.9062
C 1.8080 -3.3608 -2.9824  -0.8388
C -3.6124 2.7128 2.5850  -0.0778
C -2.6725 2.3870 -0.6252  1.1481
C -1.4107 3.6155 2.6441  -0.0979
C -2.5383 4.1807 -2.2306  -0.5318
C 3.0055 -0.4849 2.2230  0.9496
C 4.9243 -1.6097 3.0809  -0.5330
C 3.2377 -0.2607 -1.4664  -0.0742
C 2.6487 -4.6646 -1.1561  -0.9531
C 4.6992 -1.2389 0.6966  1.2294
C -3.0170 -0.4081 2.3980  -0.7828
C -3.9147 2.0266 -1.1323  -0.3938
C -3.1488 -0.7848 0.0261  -0.3224
C 2.6781 -0.1177 -0.2183  -0.2269
C -2.3066 2.6855 2.1033  0.4354
H -5.4239 2.4480 -2.5882  0.4153
H 6.1561 -1.8651 -0.7683  0.3421
H 3.3957 -3.7855 -4.7039  0.2968
H 1.9144 -4.1341 0.7835  0.4320
H 4.8747 -0.9818 -2.6841  0.4281
H -1.0136 3.7499 -0.7935  0.2266
H -3.7911 -1.9673 3.6413  0.3996
H 6.3648 -2.2292 1.6387  0.3605
H -4.1945 4.3494 -3.5816  0.3736
H 0.3873 -1.8379 -2.4839  0.4588
H -2.9155 -0.4843 -0.9898  0.4995
H 1.7306 -3.1265 -4.0402  0.2993
H 5.4756 -1.9973 3.9279  0.3825
H -4.4882 -3.3818 1.7336  0.3973
H -4.0420 -2.6279 -0.5813  0.4073
H -2.7170 0.2011 3.2432  0.4391
H -4.4570 1.1894 -0.7100  0.5044
H 2.7013 0.0894 -2.3451  0.3779
H 3.2985 -0.8419 4.2992  0.4064
H 3.2904 -5.4593 -0.7984  0.4050
H -1.9798 4.9958 -2.6709  0.4257

---

No. 4
The following is a DFT calculation (wB97M-V/def2-TZVPD) of a molecular structure, C3H2MgNaO3 in a non-equilibrium geometry.

Values from the calculation:
**Energy relative to the best compared isomer or geometry (same formula, charge and spin)**: 0.000 eV
**Net charge**: +1
**E_tot**: -19138.646 eV

Last column: Mulliken charge in e.
Element x y z (Å)
Mg -4.3107 3.0759 1.2004  0.2153
Na 0.3488 3.8937 -0.3207  1.0093
O -1.7565 1.8462 1.8263  -0.3529
O -1.5869 2.9028 -0.1416  -0.8742
O 0.9791 3.0351 1.4993  -0.6766
C -2.2674 2.5699 0.8277  0.9864
C -0.4965 1.2116 1.8117  -0.1046
C 0.7252 1.7672 1.6245  0.0987
H -0.5318 0.2976 2.4357  0.3414
H 1.5664 1.0539 1.7163  0.3571

---

No. 5
The following is a DFT calculation (wB97M-V/def2-TZVPD) of a molecular structure, C5H9N3O in a non-equilibrium geometry.

Values from the calculation:
**Energy relative to the best compared isomer or geometry (same formula, charge and spin)**: 4.414 eV
**Net charge**: 0
**E_tot**: -11844.994 eV

Last column: Mulliken charge in e.
Element x y z (Å)
O 1.6646 1.3815 -0.3874  -0.6881
N 1.7897 -1.2840 -0.1650  -0.4063
N -1.6054 0.9610 -1.4243  -0.7386
N -1.4831 -1.9162 -0.5930  -0.3788
C -0.6421 0.3996 -0.8011  0.1298
C -0.6141 -0.9547 -0.2612  0.1850
C 0.6036 0.9720 0.1297  1.1875
C 0.5803 -0.9876 0.5197  -0.7593
C -0.0080 1.7623 1.2833  -1.2548
H -2.1777 -1.6502 -1.2868  0.2778
H 0.5208 -1.5139 1.4755  0.3575
H -1.3298 1.9057 -1.7122  0.2963
H 1.7150 -1.3472 -1.1759  0.2709
H 2.6283 -0.7587 0.0985  0.2581
H 0.1088 2.8308 1.0937  0.3305
H -1.2202 -2.8821 -0.4512  0.2543
H 0.5377 1.5089 2.1946  0.3215
H -1.0685 1.5729 1.4629  0.3566